Record 1
Density functional theory data (the ωB97M-V functional and the def2-TZVPD basis) for a 2-piece molecular cluster, C9H14O overall.

Last column: Mulliken spin population.
Element x y z (Å)
C1 -1.690 -3.108 -0.693  0.000
C2 -0.963 -1.810 -1.026  0.002
H1 -2.251 -2.991 0.231  0.000
H2 -2.357 -3.359 -1.515  0.000
H3 -1.006 -3.958 -0.609  0.000
H4 -0.364 -1.852 -1.937  0.001
H5 -0.217 -1.442 -0.320  0.001
H6 -1.753 -1.069 -1.137  0.001
C3 -1.391 2.383 1.005  0.023
C4 0.735 1.224 1.646  0.057
C5 -0.131 1.724 0.624  0.217
C6 1.872 0.586 1.331  0.080
C7 2.143 0.351 -0.035  0.249
C8 0.199 1.553 -0.736  0.049
C9 1.313 0.870 -1.083  0.111
O1 3.168 -0.340 -0.449  0.156
H7 0.482 1.465 2.666  -0.001
H8 2.523 0.196 2.107  -0.001
H9 -1.203 3.420 1.302  0.046
H10 -1.916 1.907 1.839  0.015
H11 -0.427 1.910 -1.539  0.001
H12 3.692 -0.719 0.274  -0.006
H13 1.581 0.549 -2.084  -0.002
H14 -2.039 2.508 0.137  0.001

## Properties
HOMO energy (alpha / beta) = -0.511 / -0.538 Eh
energy relative to the best compared isomer or geometry (same formula, charge and spin) = 8.66 kJ/mol
maximum force = 1.03 eV/Å
2S+1 = 2
net charge = +1
⟨S²⟩ = 0.767
gap between HOMO and LUMO (alpha / beta) = 10.16 / 7.28 eV

***

Record 2
Density functional theory data (the ωB97M-V functional and the def2-TZVPD basis) for a 2-piece molecular cluster, C9H14O2 overall.

Last column: Löwdin charge in e.
Element x y z (Å)
C1 0.276 -0.234 2.522  -0.058
C2 0.711 -0.725 1.168  -0.300
C3 1.396 0.094 0.282  -0.069
C4 1.910 -0.424 -0.904  -0.020
C5 1.678 -1.757 -1.218  -0.316
O1 2.142 -2.293 -2.407  0.028
C6 1.078 -2.613 -0.304  -0.011
C7 0.637 -2.086 0.906  -0.045
H1 0.939 -0.580 3.316  0.080
H2 -0.682 -0.680 2.786  0.074
H3 0.200 0.848 2.571  0.072
H4 1.577 1.140 0.477  0.112
H5 2.478 0.245 -1.526  0.112
H6 2.149 -1.608 -3.090  0.105
H7 1.161 -3.674 -0.489  0.117
H8 0.214 -2.790 1.616  0.116
C8 -2.408 2.275 0.095  -0.081
C9 -1.406 1.683 -0.880  -0.316
O2 -1.818 1.770 -2.246  -0.086
H9 -2.163 3.298 0.385  0.071
H10 -2.403 1.734 1.043  0.063
H11 -3.443 2.217 -0.238  0.072
H12 -0.481 2.265 -0.800  0.107
H13 -1.121 0.641 -0.693  0.098
H14 -2.620 1.256 -2.370  0.076

## Properties
HOMO energy = -0.313 Eh
energy relative to the best compared isomer or geometry (same formula, charge and spin) = 112.38 kJ/mol
maximum force = 1.03 eV/Å
2S+1 = 1
gap between HOMO and LUMO = 9.34 eV
structure (SMILES) = Cc1ccc(O)cc1.CCO

***

Record 3
Density functional theory data (the ωB97M-V functional and the def2-TZVPD basis) for one molecule with the formula C9H14O2S2.

Last column: Mulliken spin population.
Element x y z (Å)
C1 -3.096 -0.459 1.338  0.824
C2 -2.297 -1.043 2.216  -0.132
C3 0.111 -1.037 -0.840  0.042
C4 -0.014 1.030 0.601  0.041
C5 -1.910 0.221 -0.555  0.855
C6 -3.269 0.016 0.034  0.097
C7 0.885 0.215 -0.373  -0.005
C8 2.061 -0.359 0.521  0.015
C9 1.417 1.097 -1.485  -0.003
O1 -1.298 -0.799 -1.203  0.036
O2 -1.252 1.300 -0.007  0.015
S1 -4.169 1.660 -0.071  0.058
S2 -4.307 -1.183 -0.934  0.021
H1 -2.536 -1.124 3.293  0.058
H2 -1.220 -1.217 2.101  0.088
H3 0.541 -1.260 -1.884  -0.002
H4 0.104 -1.750 0.029  -0.004
H5 -0.231 0.667 1.571  0.004
H6 0.386 2.065 0.960  -0.004
H7 2.780 0.571 0.770  0.001
H8 2.817 -1.023 -0.034  0.001
H9 1.809 -0.762 1.472  -0.009
H10 1.882 0.442 -2.231  0.001
H11 2.096 1.871 -1.107  -0.001
H12 0.429 1.579 -1.805  0.002
H13 -4.061 1.620 -1.481  0.001
H14 -3.220 -1.469 -1.826  0.001

## Properties
HOMO energy (alpha / beta) = -0.235 / -0.316 Eh
energy relative to the best compared isomer or geometry (same formula, charge and spin) = 337.03 kJ/mol
maximum force = 4.46 eV/Å
2S+1 = 3
⟨S²⟩ = 2.016
gap between HOMO and LUMO (alpha / beta) = 6.99 / 8.03 eV

***

Record 4
Density functional theory data (the ωB97M-V functional and the def2-TZVPD basis) for a 2-piece molecular cluster, C9H14S overall.

Last column: Löwdin charge in e.
Element x y z (Å)
C1 -2.554 -0.757 -0.388  -0.011
C2 -1.610 0.031 0.509  -0.276
C3 -1.861 1.346 0.746  -0.070
C4 -1.010 2.219 1.428  -0.096
C5 0.239 1.849 1.887  -0.007
C6 0.499 0.354 1.734  -0.076
C7 -0.432 -0.373 1.137  -0.163
H1 -2.036 -1.161 -1.186  0.023
H2 -3.313 -0.245 -0.724  0.019
H3 -2.733 -1.737 0.172  0.123
H4 -2.776 1.832 0.280  0.134
H5 -1.326 3.170 1.516  0.060
H6 0.920 2.530 2.163  0.047
H7 1.250 -0.088 2.384  0.103
H8 -0.252 -1.478 1.331  0.130
C8 3.175 -0.473 -0.963  -0.428
S1 2.003 -1.800 -0.843  0.691
C9 0.566 -1.166 -1.892  -0.387
H9 2.789 0.248 -1.603  0.009
H10 3.316 -0.142 0.069  0.022
H11 4.031 -1.110 -1.244  0.025
H12 -0.156 -1.882 -2.234  0.005
H13 1.082 -0.948 -2.946  0.070
H14 0.189 -0.219 -1.332  0.052

## Properties
HOMO energy = -0.297 Eh
energy relative to the best compared isomer or geometry (same formula, charge and spin) = 260.98 kJ/mol
maximum force = 7.71 eV/Å
2S+1 = 1
gap between HOMO and LUMO = 9.02 eV
structure (SMILES) = Cc1ccccc1.CSC

***

Record 5
Density functional theory data (the ωB97M-V functional and the def2-TZVPD basis) for a 2-piece molecular cluster, C9H14S overall.

Last column: Löwdin charge in e.
Element x y z (Å)
C1 0.594 -2.121 2.682  -0.078
C2 -0.298 -1.081 2.037  -0.299
C3 -1.707 -1.379 2.201  -0.076
C4 -2.770 -0.640 1.721  -0.067
C5 -2.283 0.596 1.156  -0.103
C6 -0.941 0.894 0.949  -0.084
C7 0.144 0.086 1.473  -0.040
H1 0.491 -3.207 2.460  0.086
H2 0.512 -2.208 3.800  0.089
H3 1.537 -1.643 2.382  0.066
H4 -1.804 -2.246 2.886  0.109
H5 -3.818 -1.017 1.611  0.116
H6 -3.065 1.329 0.917  0.097
H7 -0.663 1.761 0.369  0.078
H8 1.161 0.427 1.644  0.108
C8 1.386 2.269 -2.033  -0.443
S1 0.360 1.196 -3.136  0.673
C9 1.385 0.011 -4.216  -0.394
H9 1.466 1.844 -0.985  0.020
H10 2.399 2.344 -2.431  0.018
H11 0.905 3.319 -2.001  0.057
H12 0.891 -0.817 -4.561  -0.027
H13 2.373 -0.210 -3.713  0.043
H14 1.745 0.492 -5.211  0.053

## Properties
HOMO energy = -0.311 Eh
energy relative to the best compared isomer or geometry (same formula, charge and spin) = 217.77 kJ/mol
maximum force = 5.58 eV/Å
2S+1 = 1
gap between HOMO and LUMO = 9.37 eV
structure (SMILES) = Cc1ccccc1.CSC

***

Record 6
Density functional theory data (the ωB97M-V functional and the def2-TZVPD basis) for C9H15AuB2F4N4O3S3 as an isolated structure.

Last column: Löwdin charge in e.
Element x y z (Å)
Au1 -0.068 1.122 0.839  0.777
C1 1.508 2.255 -2.772  -0.002
N1 1.366 0.804 -2.681  -0.089
C2 0.987 -0.022 -3.696  -0.006
C3 1.056 -1.295 -3.217  -0.038
N2 1.469 -1.244 -1.919  -0.023
B1 1.732 -2.518 -1.057  -0.399
N3 0.814 -2.576 0.242  0.016
C4 1.170 -3.328 1.294  -0.023
C5 0.144 -3.312 2.224  -0.001
N4 -0.827 -2.546 1.715  -0.106
C6 -2.065 -2.157 2.382  -0.007
C7 -0.416 -2.054 0.502  -0.701
S1 -1.243 -0.865 -0.331  0.899
C8 1.645 0.049 -1.595  -0.695
S2 2.065 0.661 -0.045  0.827
H1 1.014 2.581 -3.682  0.101
H2 2.566 2.509 -2.805  0.103
H3 1.034 2.723 -1.918  0.047
H4 0.708 0.358 -4.663  0.134
H5 0.841 -2.235 -3.694  0.128
H6 1.448 -3.461 -1.744  0.079
H7 2.860 -2.539 -0.658  0.080
H8 2.123 -3.827 1.334  0.135
H9 0.072 -3.763 3.198  0.143
H10 -2.154 -2.746 3.289  0.103
H11 -2.903 -2.349 1.718  0.092
H12 -2.020 -1.104 2.646  0.084
F1 -0.655 1.063 3.289  0.036
B2 0.261 0.070 3.778  -1.239
F2 0.848 -0.487 2.580  0.005
F3 1.230 0.643 4.559  0.161
F4 -0.438 -0.947 4.426  0.123
C9 -2.447 4.603 -0.252  -0.140
S3 -1.649 3.081 -0.659  0.386
O1 -1.660 2.935 -2.093  -0.322
O2 -2.336 2.025 0.094  -0.418
O3 -0.262 3.205 -0.105  -0.461
H13 -3.450 4.571 -0.671  0.070
H14 -1.883 5.424 -0.688  0.070
H15 -2.487 4.692 0.831  0.071

## Properties
HOMO energy (alpha / beta) = -0.319 / -0.319 Eh
energy relative to the best compared isomer or geometry (same formula, charge and spin) = 162.22 kJ/mol
maximum force = 1.57 eV/Å
2S+1 = 1
gap between HOMO and LUMO (alpha / beta) = 4.95 / 4.94 eV

***

Record 7
Density functional theory data (the ωB97M-V functional and the def2-TZVPD basis) for C9H15AuIN3 as an isolated structure.

Last column: Löwdin charge in e.
Element x y z (Å)
Au1 -0.223 -0.052 -2.065  0.620
N1 1.881 -0.512 0.838  -0.025
C1 0.823 -0.442 1.857  -0.316
C2 0.361 0.991 2.101  -0.328
N2 -0.409 1.587 1.018  -0.029
H1 1.489 -0.160 -0.043  -0.012
H2 2.010 -1.501 0.637  0.045
H3 1.218 -0.857 2.793  0.090
H4 -0.052 -1.034 1.568  0.084
H5 1.232 1.626 2.305  0.088
H6 -0.255 0.997 3.010  0.085
H7 0.205 1.772 0.229  0.018
H8 -1.059 0.884 0.648  -0.008
N3 -1.571 -0.643 -0.691  -0.246
C3 -1.783 -1.857 -0.285  -0.588
C4 -1.020 -3.050 -0.644  -0.130
C5 -1.287 -4.299 -0.134  -0.206
C6 -2.318 -4.537 0.783  -0.220
C7 -3.082 -3.422 1.163  -0.206
C8 -2.843 -2.163 0.673  -0.115
H9 -0.210 -2.911 -1.358  0.042
H10 -0.662 -5.132 -0.462  0.068
H11 -2.519 -5.529 1.174  0.042
H12 -3.899 -3.553 1.875  0.066
H13 -3.455 -1.322 0.992  0.066
I1 0.512 2.479 -4.644  0.222
C9 1.148 0.703 -3.404  -0.878
H14 2.067 1.134 -3.003  -0.112
H15 1.447 0.048 -4.226  -0.115

## Properties
HOMO energy = 0.031 Eh
maximum force = 0.44 eV/Å
2S+1 = 1
net charge = -2
gap between HOMO and LUMO = 3.74 eV

***

Record 8
Density functional theory data (the ωB97M-V functional and the def2-TZVPD basis) for C9H15BrLiNO4PS as an isolated structure.

Last column: Löwdin charge in e.
Element x y z (Å)
C1 4.385 1.020 -0.856  0.112
C2 3.281 1.199 -0.431  -0.178
C3 1.946 1.297 0.184  -0.225
C4 1.920 0.401 1.453  -0.167
C5 0.574 -0.254 1.783  -0.154
N1 -0.171 -0.893 0.621  -0.115
C6 -1.424 -1.297 1.184  -0.614
O1 -1.660 -2.334 1.697  0.195
O2 -2.381 -0.283 1.188  -0.034
C7 -3.124 -0.089 -0.014  -0.657
Br1 -2.949 -1.493 -1.347  0.847
C8 -2.817 1.299 -0.576  -0.244
C9 -1.423 1.418 -1.243  -0.109
P1 0.694 -2.177 -0.124  0.196
O3 -0.257 -3.407 -0.424  -0.186
O4 1.816 -2.746 0.867  -0.164
S1 1.549 -1.597 -1.777  0.331
H1 5.294 1.057 -1.410  0.032
H2 1.829 2.348 0.471  0.114
H3 1.176 1.033 -0.538  0.043
H4 2.750 -0.301 1.417  0.098
H5 2.137 1.060 2.300  0.123
H6 0.717 -1.048 2.524  0.128
H7 -0.074 0.493 2.248  0.132
H8 -4.172 -0.094 0.283  0.108
H9 -3.613 1.641 -1.246  0.099
H10 -2.846 1.977 0.283  0.122
H11 -1.476 2.081 -2.131  0.005
H12 -1.021 0.468 -1.597  0.032
H13 -0.720 1.899 -0.567  0.070
H14 -0.284 -3.563 -1.377  0.068
H15 2.669 -2.477 0.497  0.067
Li1 -2.324 3.361 -3.344  0.921

## Properties
HOMO energy = -0.416 Eh
maximum force = 2.61 eV/Å
2S+1 = 1
net charge = +1
gap between HOMO and LUMO = 5.91 eV